Record 1
The following is a quantum chemistry calculation of an isolated ion of composition C5H8N and charge +1, from the Open Molecules 2025 dataset.

```
14
Properties=species:S:1:pos:R:3:nbo_charge:R:1
C -3.01 -0.42 -0.03 -0.09
C -1.97 0.16 0.01 -0.10
C -0.63 0.81 0.23 -0.30
N 0.47 0.13 -0.42 -0.36
C 1.86 0.27 -0.12 -0.21
C 1.16 -1.01 0.31 -0.21
H -3.86 -0.90 -0.35 0.25
H -0.32 0.88 1.30 0.25
H -0.85 1.87 -0.08 0.28
H 0.25 0.13 -1.47 0.47
H 2.04 1.04 0.59 0.24
H 2.52 0.28 -0.97 0.26
H 1.51 -2.00 -0.28 0.28
H 0.84 -1.26 1.29 0.26
```

Computed properties:
charge: +1
frontier orbital gap: 11.17 eV
relative energy (zero: lowest compared OMol25 entry of this formula, charge and spin): 392.1 kJ/mol
2S+1: 1

***

Record 2
The following is a quantum chemistry calculation of C4H2N2O2S as an isolated structure, from the Open Molecules 2025 dataset.

```
11
Properties=species:S:1:pos:R:3:nbo_charge:R:1
C -1.64 -0.27 0.24 -0.27
C -1.31 0.66 -0.73 -0.05
C 0.56 -0.36 0.46 0.33
C 1.98 -0.74 0.83 0.70
N -0.55 -0.80 0.85 -0.48
N -0.02 0.88 -0.85 -0.57
O 2.27 -1.91 0.51 -0.76
O 2.67 0.08 1.47 -0.75
S 0.73 1.90 -1.93 -0.48
H -2.65 -0.58 0.52 0.16
H -2.03 1.16 -1.37 0.18
```

Computed properties:
charge: -2
frontier orbital gap: 5.01 eV
2S+1: 1

***

Record 3
The following is a quantum chemistry calculation of C8H10O5Pr as an isolated structure, from the Open Molecules 2025 dataset.

```
24
Properties=species:S:1:pos:R:3:mulliken_spin:R:1
Pr -0.38 0.20 -0.57 2.01
C -0.33 1.95 1.32 0.00
O -0.29 2.40 2.37 0.00
C -0.28 2.68 -1.60 0.00
O -0.29 3.71 -2.08 0.00
C -2.83 0.75 -0.64 -0.01
O -3.98 0.70 -0.63 0.00
C 2.20 0.86 -0.76 0.00
O 3.31 0.69 -0.61 0.00
C -0.28 -1.25 -2.60 -0.01
H 0.65 -1.69 -2.19 0.00
H -1.21 -1.69 -2.17 0.00
C -0.28 0.03 -3.16 0.01
H -1.20 0.59 -3.38 0.00
H 0.63 0.60 -3.38 0.00
C -0.16 -1.09 3.00 0.00
C 1.05 -1.01 2.10 0.00
O 0.52 -1.61 0.77 0.00
H -0.98 -0.38 2.76 0.00
H 0.16 -0.91 4.02 0.00
H -0.58 -2.11 2.93 0.00
H 1.43 0.03 1.99 0.00
H 1.86 -1.72 2.33 0.00
H 1.26 -1.73 0.16 0.00
```

Computed properties:
expectation value of S²: 2.00
charge: +3
frontier orbital gap (alpha / beta): 8.95 / 9.29 eV
2S+1: 3

***

Record 4
The following is a quantum chemistry calculation of one molecule with the formula C3H9N3, from the Open Molecules 2025 dataset.

```
15
Properties=species:S:1:pos:R:3:nbo_charge:R:1
H -1.49 1.97 0.06 0.34
N -1.88 1.09 -0.22 -0.72
C -1.19 0.08 0.08 0.44
N -1.78 -1.16 0.05 -0.81
C 0.21 0.11 0.61 -0.49
C 1.35 0.11 -0.50 -0.20
N 2.71 -0.18 0.09 -0.87
H -1.08 -1.83 -0.47 0.37
H -2.71 -1.07 -0.36 0.39
H 0.46 -0.78 1.16 0.23
H 0.33 1.00 1.22 0.22
H 1.19 1.10 -0.99 0.17
H 1.17 -0.60 -1.32 0.19
H 3.42 -0.42 -0.64 0.37
H 3.06 0.57 0.73 0.37
```

Computed properties:
charge: 0
frontier orbital gap: 10.35 eV
relative energy (zero: lowest compared OMol25 entry of this formula, charge and spin): 83.9 kJ/mol
2S+1: 1

***

Record 5
The following is a quantum chemistry calculation of an isolated ion of composition C19H35N2O and charge +1, from the Open Molecules 2025 dataset.

```
57
Properties=species:S:1:pos:R:3:nbo_charge:R:1
C 5.80 -1.99 -0.27 -0.61
C 5.75 -0.58 0.31 -0.39
C 5.40 0.50 -0.72 -0.39
C 3.88 0.61 -0.98 -0.41
C 3.29 1.85 -0.32 -0.40
C 1.99 2.32 -0.98 -0.39
C 0.90 1.24 -0.98 -0.42
C 0.71 0.58 0.39 -0.24
N -0.67 0.09 0.61 -0.12
N -0.93 -1.06 -0.04 -0.18
C -2.13 -1.55 0.15 0.25
C -2.45 -2.80 -0.62 -0.25
C -3.11 -3.90 0.22 -0.61
C -3.27 -2.46 -1.89 -0.38
C -4.66 -1.88 -1.62 -0.62
C -3.08 -0.97 1.01 -0.16
C -2.80 0.17 1.67 -0.03
C -3.79 0.76 2.61 -0.65
C -1.52 0.73 1.40 0.62
O -1.11 1.86 1.99 -0.50
C -1.78 3.09 1.62 -0.07
C -1.63 3.49 0.17 -0.65
H 6.47 -2.04 -1.13 0.21
H 4.81 -2.35 -0.51 0.19
H 6.20 -2.66 0.48 0.21
H 6.75 -0.36 0.69 0.21
H 5.09 -0.53 1.17 0.19
H 5.78 1.44 -0.34 0.20
H 5.94 0.29 -1.63 0.21
H 3.45 -0.31 -0.58 0.19
H 3.72 0.60 -2.05 0.21
H 4.01 2.65 -0.43 0.22
H 3.13 1.67 0.74 0.19
H 2.23 2.48 -2.02 0.22
H 1.64 3.25 -0.54 0.20
H 1.26 0.47 -1.66 0.23
H -0.04 1.59 -1.40 0.22
H 1.06 1.17 1.22 0.24
H 1.32 -0.32 0.38 0.24
H -1.52 -3.21 -1.00 0.24
H -2.35 -4.57 0.61 0.23
H -3.71 -4.51 -0.45 0.23
H -3.77 -3.56 1.00 0.20
H -2.66 -1.80 -2.50 0.21
H -3.39 -3.41 -2.40 0.22
H -5.17 -2.38 -0.81 0.21
H -5.23 -1.89 -2.53 0.24
H -4.56 -0.83 -1.33 0.19
H -4.03 -1.47 1.13 0.25
H -4.55 0.03 2.82 0.24
H -3.33 1.01 3.57 0.25
H -4.28 1.63 2.19 0.24
H -2.83 3.09 1.87 0.18
H -1.32 3.85 2.23 0.22
H -2.09 2.74 -0.49 0.21
H -2.21 4.40 0.04 0.25
H -0.61 3.72 -0.11 0.23
```

Computed properties:
charge: +1
frontier orbital gap: 9.09 eV
relative energy (zero: lowest compared OMol25 entry of this formula, charge and spin): 190.5 kJ/mol
2S+1: 1

***

Record 6
The following is a quantum chemistry calculation of a 4-piece molecular cluster, C3H12IN6O3 overall, from the Open Molecules 2025 dataset.

```
25
Properties=species:S:1:pos:R:3:mulliken_spin:R:1
I -0.43 -0.40 0.16 1.01
C -3.28 -3.02 2.22 0.00
O -3.94 -3.76 2.92 0.00
N -3.56 -1.76 2.07 0.00
N -2.18 -3.34 1.61 0.00
H -4.46 -1.47 2.45 0.00
H -2.90 -1.17 1.59 0.00
H -1.92 -4.30 1.71 0.00
H -1.53 -2.61 1.34 -0.01
C 3.13 -0.85 -2.22 0.00
O 4.05 -0.96 -3.05 0.01
N 1.88 -0.80 -2.56 0.00
N 3.35 -0.61 -0.95 0.00
H 1.59 -1.01 -3.50 0.00
H 1.27 -0.80 -1.76 0.00
H 2.55 -0.57 -0.34 0.00
H 4.28 -0.34 -0.64 0.00
C 0.54 3.90 -0.10 -0.01
O 1.04 4.94 0.13 0.01
N 0.96 2.84 0.40 0.00
N -0.56 3.76 -0.81 0.00
H 0.40 2.01 0.27 -0.01
H 1.79 2.84 0.96 0.00
H -1.00 4.59 -1.18 0.00
H -1.06 2.88 -0.71 0.00
```

Computed properties:
expectation value of S²: 0.75
charge: 0
frontier orbital gap (alpha / beta): 9.84 / 4.49 eV
relative energy (zero: lowest compared OMol25 entry of this formula, charge and spin): 28.5 kJ/mol
2S+1: 2